Density functional theory data (ωB97M-V/def2-TZVPD) for a cluster of 2 separate species, C5H10O2 in total at a distorted geometry.

```
17
Properties=species:S:1:pos:R:3:forces:R:3
C 0.70539 0.99351 2.51371 -3.26 -4.54 -2.14
C 0.50197 1.28171 1.22289 1.12 2.39 -0.39
C 0.31802 0.45362 0.04883 -1.11 -3.02 -1.42
O -0.17514 0.88169 -1.25132 -0.93 2.04 1.08
C 0.73134 -0.86629 0.13368 -0.98 3.61 -0.53
C 0.83507 -1.77899 -1.03943 2.19 0.71 -0.06
H 0.39560 0.05476 3.07811 0.42 1.04 -1.26
H 1.24382 1.60600 3.04894 2.29 3.59 2.93
H 0.83665 2.32093 0.93865 -0.35 -0.93 0.27
H -0.79314 1.72395 -1.33816 2.46 -2.21 1.18
H 1.01311 -0.96265 1.16320 0.66 -1.32 0.03
H -0.04990 -2.30659 -1.21079 -1.74 -0.44 -0.71
H 1.55085 -2.59380 -0.88273 0.22 0.35 0.15
H 1.19590 -1.17054 -1.92615 -0.78 -0.90 0.87
O -3.06749 0.33238 -1.44179 -0.02 1.63 0.25
H -3.10374 -0.59163 -1.61562 0.31 -1.01 -0.21
H -2.13832 0.62196 -1.44203 -0.50 -1.00 -0.04
```
Forces are in eV/Å.

Summary:
2S+1: 1
DFT total energy, Eh: -346.885235
SMILES string: C=C/C(O)=C/C.O
Net charge: 0
HOMO-LUMO gap, eV: 8.988

Charges per atom according to natural (NBO) partitioning, unit e: number 1, C, carries -0.36; number 2, C, carries -0.24; number 3, C, carries 0.25; number 4, O, carries -0.74; number 5, C, carries -0.21; number 6, C, carries -0.65; number 7, H, carries 0.19; number 8, H, carries 0.18; number 9, H, carries 0.20; number 10, H, carries 0.49; number 11, H, carries 0.22; number 12, H, carries 0.22; number 13, H, carries 0.22; number 14, H, carries 0.24; number 15, O, carries -0.95; number 16, H, carries 0.47; number 17, H, carries 0.47

=====

Density functional theory data (ωB97M-V/def2-TZVPD) for a structure of composition C37H39CsN10O6S.

```
94
Properties=species:S:1:pos:R:3:forces:R:3
Cs 0.73445 -0.84267 0.19572 0.13 0.09 -0.16
O -2.94607 -3.21938 3.03030 0.00 0.03 -0.04
C -2.36530 -2.62592 2.12355 -0.05 -0.04 0.06
N -1.61992 -1.51053 2.22083 -0.12 0.04 -0.13
C -2.08218 -0.49997 2.97650 -0.12 0.00 0.00
O -3.27195 -0.21832 3.17427 0.04 0.00 0.02
C -1.06803 0.46162 3.55757 0.05 0.10 -0.04
C -1.32557 1.01030 4.81026 -0.01 -0.01 -0.01
C -0.47544 1.98261 5.30416 0.04 -0.01 -0.03
C 0.59317 2.40309 4.52569 -0.02 0.01 0.00
C 0.77157 1.79118 3.29645 -0.02 -0.04 0.01
N -0.02208 0.82890 2.81807 0.08 -0.06 -0.01
C -2.47213 -3.26416 0.73560 0.01 -0.01 -0.09
C -3.25424 -4.41300 0.61148 0.03 -0.01 -0.04
C -3.43980 -4.96856 -0.64001 0.03 0.05 -0.01
C -2.83527 -4.36567 -1.73611 0.00 -0.05 -0.01
C -2.06942 -3.23339 -1.52015 0.06 0.06 0.13
N -1.89296 -2.68462 -0.31686 -0.01 -0.09 0.04
H -2.20919 0.69123 5.34512 0.00 0.00 0.00
H -0.66340 2.45177 6.26207 0.00 0.00 0.00
H 1.22497 3.22606 4.83566 0.00 0.01 0.01
H 1.58362 2.10443 2.64803 0.01 -0.01 0.00
H -3.69562 -4.82048 1.50915 -0.01 0.00 0.00
H -4.04816 -5.85662 -0.76606 0.00 0.00 0.01
H -2.95290 -4.75915 -2.73774 0.01 -0.01 0.01
H -1.57690 -2.73174 -2.34821 0.00 0.01 0.01
C 4.71202 1.20024 -3.19684 0.00 0.04 0.02
C 3.37417 0.98856 -2.54251 -0.05 -0.06 0.09
N 3.11053 0.02700 -1.73811 0.10 0.06 -0.09
N 4.14644 -0.78276 -1.36731 0.04 -0.03 -0.12
C 3.76405 -2.04087 -1.18630 -0.12 -0.13 0.04
O 2.66003 -2.56476 -1.46266 0.05 0.01 0.11
C 4.84080 -2.92652 -0.58957 0.01 0.01 -0.03
C 4.56067 -4.27464 -0.39561 0.00 -0.02 -0.01
C 5.50650 -5.12276 0.16449 0.00 0.00 0.00
C 6.74944 -4.63036 0.53784 -0.01 0.01 -0.01
C 7.03669 -3.28373 0.34767 0.00 -0.01 0.00
C 6.08968 -2.43898 -0.21176 0.00 0.03 0.00
C 2.26204 1.91890 -2.85901 -0.02 -0.02 0.03
C 2.33417 2.76186 -3.97271 0.01 0.00 -0.02
C 1.28873 3.62824 -4.24031 0.00 0.00 0.00
C 0.19138 3.63632 -3.39623 0.00 0.01 0.01
C 0.19710 2.75589 -2.32173 0.02 0.01 0.01
N 1.19455 1.92556 -2.05074 -0.02 0.03 0.07
H 5.44690 0.57481 -2.69760 0.00 0.00 0.00
H 5.01965 2.24723 -3.14193 0.00 0.00 -0.01
H 4.68175 0.91707 -4.25365 0.01 0.00 0.00
H 3.58271 -4.63202 -0.69086 0.00 0.01 0.00
H 5.27083 -6.16992 0.31544 0.00 0.00 0.00
H 7.48858 -5.28870 0.97940 0.00 0.00 0.00
H 8.00275 -2.89061 0.64282 0.00 0.00 0.00
H 6.29496 -1.38744 -0.35957 0.00 0.00 0.00
H 3.20034 2.73402 -4.61916 0.00 0.00 0.00
H 1.33407 4.29023 -5.09716 0.00 0.00 0.00
H -0.64679 4.30234 -3.55146 0.00 0.00 0.00
H -0.65572 2.70907 -1.65418 0.00 -0.01 0.00
C -3.26352 0.71936 -4.69945 -0.03 0.01 0.02
N -2.42396 -0.07297 -3.82056 0.03 -0.08 -0.05
C -1.02042 -0.03111 -4.20120 -0.02 -0.01 0.05
C -2.69140 -0.03769 -2.45108 0.07 0.16 -0.08
N -1.74416 0.19119 -1.62644 0.04 -0.06 0.17
N -4.02616 -0.23131 -2.11716 -0.07 -0.08 0.03
C -4.76978 -1.31293 -2.73967 -0.04 0.00 0.01
C -4.39207 -0.00238 -0.72970 -0.01 -0.02 0.05
H -2.89918 1.75384 -4.76948 0.00 0.00 0.00
H -4.28686 0.74373 -4.33323 0.02 0.00 -0.01
H -3.25482 0.28818 -5.70342 -0.01 0.01 -0.01
H -0.93630 -0.36018 -5.23907 0.00 -0.01 0.00
H -0.43718 -0.68794 -3.56086 0.00 -0.01 0.00
H -0.59571 0.97444 -4.11276 -0.01 -0.01 -0.02
H -2.04522 -0.02810 -0.67930 -0.07 0.00 0.01
H -4.36856 -1.53166 -3.72517 0.02 0.00 -0.01
H -5.82003 -1.02578 -2.84011 0.00 -0.01 -0.01
H -4.72071 -2.22932 -2.13808 0.00 0.03 0.00
H -4.02895 -0.78855 -0.05422 0.00 0.02 -0.02
H -5.48040 0.02379 -0.66309 0.01 0.01 0.01
H -4.00369 0.95799 -0.39263 -0.01 0.01 0.00
N -2.39623 2.43113 1.09015 -0.04 -0.04 -0.03
C -1.80212 3.44618 1.86380 0.01 -0.03 0.02
C -0.66784 4.12350 1.41644 0.00 0.00 -0.01
C -0.07032 5.09491 2.20527 0.01 -0.01 0.01
C -0.59200 5.41077 3.45193 -0.01 0.02 0.00
C -1.74868 4.77409 3.87651 0.01 0.00 -0.01
C -2.35245 3.80345 3.09199 -0.01 0.02 0.00
S 0.29554 6.50280 4.55917 -0.01 -0.01 -0.02
O -0.72418 7.06848 5.43420 0.00 0.00 0.01
O 0.95464 7.47182 3.69315 0.01 0.00 0.00
O 1.22498 5.60771 5.25028 0.00 0.01 0.01
H -2.86107 1.73775 1.66813 -0.01 0.01 0.02
H -1.72888 1.96573 0.48751 0.00 0.05 0.02
H -0.22926 3.85589 0.45998 0.00 0.00 0.00
H 0.82532 5.60326 1.87063 0.00 0.00 0.00
H -2.15675 5.03432 4.84519 0.00 0.00 0.00
H -3.23208 3.27786 3.44833 0.00 0.00 0.00
```
Forces are in eV/Å.

Summary:
2S+1: 1
DFT total energy, Eh: -2850.850123
Net charge: -2
HOMO-LUMO gap, eV: 6.477

Charges per atom according to Löwdin partitioning, unit e: number 1, Cs, carries 0.92; number 2, O, carries 0.03; number 3, C, carries -0.48; number 4, N, carries 0.08; number 5, C, carries -0.50; number 6, O, carries 0.00; number 7, C, carries -0.23; number 8, C, carries -0.02; number 9, C, carries -0.06; number 10, C, carries -0.05; number 11, C, carries -0.14; number 12, N, carries 0.05; number 13, C, carries -0.19; number 14, C, carries -0.01; number 15, C, carries -0.08; number 16, C, carries -0.09; number 17, C, carries -0.15; number 18, N, carries 0.07; number 19, H, carries 0.11; number 20, H, carries 0.11; number 21, H, carries 0.09; number 22, H, carries 0.11; number 23, H, carries 0.11; number 24, H, carries 0.10; number 25, H, carries 0.10; number 26, H, carries 0.10; number 27, C, carries -0.05; number 28, C, carries -0.30; number 29, N, carries 0.00; number 30, N, carries 0.02; number 31, C, carries -0.57; number 32, O, carries -0.16; number 33, C, carries -0.14; number 34, C, carries -0.03; number 35, C, carries -0.10; number 36, C, carries -0.12; number 37, C, carries -0.11; number 38, C, carries -0.04; number 39, C, carries -0.23; number 40, C, carries -0.03; number 41, C, carries -0.09; number 42, C, carries -0.08; number 43, C, carries -0.17; number 44, N, carries 0.12; number 45, H, carries 0.05; number 46, H, carries 0.07; number 47, H, carries 0.08; number 48, H, carries 0.11; number 49, H, carries 0.09; number 50, H, carries 0.09; number 51, H, carries 0.09; number 52, H, carries 0.10; number 53, H, carries 0.09; number 54, H, carries 0.10; number 55, H, carries 0.10; number 56, H, carries 0.08; number 57, C, carries -0.08; number 58, N, carries -0.18; number 59, C, carries -0.07; number 60, C, carries -0.47; number 61, N, carries 0.13; number 62, N, carries -0.16; number 63, C, carries -0.07; number 64, C, carries -0.05; number 65, H, carries 0.09; number 66, H, carries 0.07; number 67, H, carries 0.08; number 68, H, carries 0.08; number 69, H, carries 0.08; number 70, H, carries 0.07; number 71, H, carries -0.01; number 72, H, carries 0.08; number 73, H, carries 0.08; number 74, H, carries 0.08; number 75, H, carries 0.09; number 76, H, carries 0.09; number 77, H, carries 0.07; number 78, N, carries 0.11; number 79, C, carries -0.33; number 80, C, carries -0.04; number 81, C, carries -0.07; number 82, C, carries -0.29; number 83, C, carries -0.07; number 84, C, carries -0.04; number 85, S, carries 0.40; number 86, O, carries -0.39; number 87, O, carries -0.38; number 88, O, carries -0.38; number 89, H, carries 0.06; number 90, H, carries 0.05; number 91, H, carries 0.09; number 92, H, carries 0.11; number 93, H, carries 0.11; number 94, H, carries 0.11